# C41H54ClN3O18S

C41H54ClN3O18S as an isolated structure at a distorted geometry (ωB97M-V/def2-TZVPD, the Open Molecules 2025 dataset).

The geometry in XYZ format:
```
118
Properties=species:S:1:pos:R:3
C -0.16 1.77 2.12
O 1.80 -0.80 2.51
H -4.22 4.01 -2.57
C -4.08 -2.60 -1.13
H 4.08 -2.38 2.57
S -8.04 5.21 -0.86
H -0.79 3.44 -1.20
H -2.14 3.84 -9.38
H 8.96 -6.35 5.45
C 8.92 -0.21 6.04
C -4.07 0.33 -8.80
O -5.87 -0.10 0.85
Cl -8.57 1.04 1.21
H 9.50 -0.62 5.20
H -1.49 2.47 -10.27
O -6.54 -1.08 -1.08
H -3.44 -3.23 -7.62
C -3.19 -3.40 -6.58
H 6.73 -5.88 4.65
H 1.12 4.36 -1.57
C -2.38 -3.62 0.25
C -2.51 1.94 -8.45
C 8.59 1.25 5.86
H -1.67 6.32 -1.45
O 7.62 -0.82 6.02
C -3.55 -2.24 -5.68
H -0.85 -0.26 1.66
C -6.24 3.70 -0.72
H -0.98 4.35 0.29
H -2.81 2.41 -7.52
O 2.25 -2.76 3.46
H 0.49 5.84 -1.56
O -5.10 -0.19 -9.06
H -2.52 -3.87 -1.86
H 4.14 -0.06 1.51
H 9.35 3.12 5.11
N 0.58 5.00 -1.00
N -8.44 3.87 -0.08
C -2.63 1.53 0.42
C -1.91 0.57 -8.20
C -2.96 -3.41 -0.99
C -0.77 4.44 -0.78
C -7.36 3.10 -0.07
C 6.80 -0.01 5.30
C 3.03 -0.61 3.26
H -4.48 -1.74 2.11
H 8.32 1.71 6.82
H -3.62 -4.35 -6.24
O -1.76 -3.47 -6.41
C -4.88 1.80 -0.29
H -5.13 -1.42 -4.48
O -3.71 1.58 -9.17
O -0.39 -3.03 -4.68
H -0.69 3.02 -8.78
H -1.30 0.21 -9.03
H 8.96 -4.95 6.54
O -3.08 -0.25 -8.08
H 9.42 -0.43 6.97
H -3.40 -1.30 -6.21
O 0.25 -2.43 2.48
C -2.94 -3.03 1.38
H -2.97 1.71 2.57
C -3.28 4.94 -0.90
H -3.24 4.82 0.18
H 4.06 -2.20 4.34
C -4.61 -1.97 -0.01
C 8.15 -3.56 4.28
H 3.62 1.31 2.48
C 7.10 -5.20 5.43
C 3.49 -2.04 3.42
C -1.46 -2.96 -5.20
C -2.58 0.99 1.85
C -4.04 -2.21 1.24
O 8.31 -2.60 3.60
O 7.39 1.17 5.06
C -1.16 0.60 2.26
O 9.09 -4.50 4.53
C -4.93 -2.31 -5.08
H -1.21 0.29 3.30
H 6.57 -4.58 7.41
H 0.43 1.64 1.22
O 5.71 -0.32 4.94
N -6.50 4.91 -1.21
H 10.59 2.01 5.71
C -4.98 3.04 -0.84
C -1.88 5.25 -1.45
H -2.62 2.62 0.44
C -6.02 1.17 0.36
H -3.06 2.97 -1.72
C -7.21 1.79 0.47
O -2.53 -2.35 -4.66
C 8.60 -5.34 5.58
H 5.24 -5.28 6.50
C -3.86 3.70 -1.59
H -5.02 -3.17 -4.42
O -3.76 1.04 -0.32
H -0.71 2.71 2.08
C -1.65 2.87 -9.27
C 9.65 2.07 5.17
H 2.75 -0.17 4.23
H -2.51 -3.19 2.36
C 3.99 0.28 2.54
C 1.33 -2.03 2.79
H 0.47 1.78 3.01
H -1.90 4.94 -2.50
O 7.00 -3.86 4.92
H -4.52 -2.44 -2.10
H 9.80 1.71 4.15
H -1.50 -4.23 0.37
H -5.69 -2.37 -5.86
C 6.31 -5.36 6.70
H 4.94 0.27 3.08
H -1.75 1.19 -0.12
H -1.32 0.53 -7.28
H -3.90 5.81 -1.11
H 6.50 -6.34 7.15
H -3.21 0.11 1.93
C -5.76 -1.05 -0.17
```

* total charge: 0
* HOMO energy: -8.413 eV
* energy: -108077.60764 eV

---

# C41H54IKN2O6P3S

C41H54IKN2O6P3S as an isolated structure (ωB97M-V/def2-TZVPD, the Open Molecules 2025 dataset).

The geometry in XYZ format:
```
109
Properties=species:S:1:pos:R:3
H -3.43 4.73 -2.29
C 3.86 3.34 0.72
C 4.42 -1.46 -1.86
H 5.39 1.97 2.64
C 2.04 1.86 -3.80
C 0.45 1.32 4.48
H 1.48 0.75 -5.53
C -0.04 3.72 3.85
H 3.68 0.40 -2.22
C 6.86 -0.19 -1.91
H 7.84 0.27 -1.94
C 0.16 2.30 3.37
H 3.71 2.08 3.19
C -5.59 -4.56 2.75
H -2.28 2.66 -1.50
C 6.71 -1.57 -1.64
C -4.96 -5.72 3.09
H 5.15 2.57 -1.78
P -2.75 -2.41 0.79
H 5.28 2.13 -3.49
C 5.73 1.99 -2.50
O 2.71 1.16 0.73
H 7.87 -3.32 -1.98
C -4.67 -3.46 -2.65
H -0.48 2.82 0.29
H 1.09 3.48 -0.12
C 2.06 3.23 -4.43
C -3.78 -3.34 -1.59
H 7.88 -2.75 -0.32
H -3.46 2.74 3.11
S 2.90 -2.13 -1.97
C -3.02 1.62 1.33
O 1.71 2.00 -2.37
C 7.91 -2.42 -1.36
H -0.70 1.96 2.80
C -5.79 -2.65 -2.70
H -2.29 1.37 -3.59
C -4.84 -3.54 2.15
I 0.06 -3.38 2.45
C -3.32 1.76 2.68
H 0.11 1.25 -4.55
H 1.15 -0.09 -4.02
H -1.88 5.11 -1.53
H -2.89 -3.97 -1.57
O -0.52 3.09 -2.52
H 0.60 0.32 4.05
H -0.90 3.76 4.52
P 0.25 1.94 -1.76
H 4.66 1.38 0.38
H -0.22 4.40 3.02
C -3.56 -5.86 2.96
C 1.13 0.88 -4.51
H 1.34 1.62 5.03
H -3.39 -1.51 3.55
H 3.16 3.84 1.39
H -2.62 0.27 -0.28
H -3.67 2.48 -3.57
C -3.28 -0.64 2.92
H 4.38 0.52 2.68
O -0.46 0.65 -1.79
H -3.66 0.72 4.53
H 6.74 2.39 -2.53
C -0.81 -6.14 2.91
C -2.58 2.42 -3.61
H 4.84 3.81 0.86
C -2.35 4.62 -2.38
C 0.51 2.56 -0.09
N 5.54 -2.17 -1.64
H -6.66 -4.44 2.88
N 4.55 -0.10 -2.09
C -3.02 -0.79 1.56
H -2.93 2.50 0.71
C -6.03 -1.73 -1.68
C -1.98 3.15 -2.43
H 2.43 3.16 -5.45
H -1.14 -8.17 3.53
H 3.05 1.45 -3.78
C -3.48 -3.62 1.97
C 3.95 1.86 1.05
O 0.43 0.21 1.30
H -6.48 -2.73 -3.52
C -1.61 -7.24 3.26
H -2.25 2.88 -4.54
P 1.22 1.44 1.16
H -4.48 -4.17 -3.44
H -5.34 -0.91 0.17
H 0.84 4.07 4.40
C -1.36 -4.94 2.55
C 5.74 0.54 -2.15
C -2.96 -7.08 3.33
H 2.71 3.91 -3.87
C -3.43 0.63 3.48
O 1.33 2.33 2.46
C -5.14 -1.63 -0.62
H 1.06 3.65 -4.45
K 0.17 -1.48 -0.56
H 8.84 -1.89 -1.54
C -2.77 -4.77 2.47
H -5.36 -2.67 1.78
C 4.38 1.59 2.48
H -3.60 -7.89 3.66
H 0.26 -6.24 2.97
H -0.38 1.27 5.17
H -5.52 -6.56 3.48
C -2.86 0.36 0.78
H -2.02 5.12 -3.29
C -4.00 -2.44 -0.56
H -6.91 -1.10 -1.71
H 3.55 3.49 -0.31
```

* energy relative to the best compared isomer or geometry (same formula, charge and spin): 0.2571 eV
* total charge: +1
* HOMO energy: -9.866 eV
* energy: -121789.97013 eV

---

# C41H55AsBN12O3S4Y

C41H55AsBN12O3S4Y as an isolated structure at a distorted geometry (ωB97M-V/def2-TZVPD, the Open Molecules 2025 dataset).

The geometry in XYZ format:
```
118
Properties=species:S:1:pos:R:3
C 3.90 -0.83 -0.12
Y 0.77 -0.99 -0.55
H 2.40 5.10 3.41
H -2.36 -0.49 3.17
C 1.22 1.88 3.92
H -1.60 6.35 1.93
H -4.69 3.05 2.81
H 0.33 6.21 -1.28
N 5.21 -0.84 1.88
H -0.64 -1.89 3.96
C 1.91 0.17 5.48
N -0.49 -2.81 3.61
H -1.32 -2.45 -5.64
H -1.50 2.78 -3.13
H 2.70 -0.33 6.04
C -1.27 -1.52 -5.08
N 2.65 -1.11 -2.26
C 4.05 -0.66 2.53
H 2.38 -1.50 -4.35
H -4.66 0.80 -0.22
H 4.10 -0.60 3.62
C 1.57 3.12 3.09
N -0.27 -0.30 -3.26
H 1.85 2.17 1.15
C -4.05 3.52 -0.06
H -5.43 3.93 -1.65
H 0.03 -4.13 0.75
S -3.30 -2.59 1.25
N 1.99 -2.97 -0.10
H 3.35 1.70 -3.40
H -3.61 -0.93 4.32
C -4.43 4.13 -1.26
H -2.87 4.83 2.84
H -5.64 4.35 2.05
C -1.90 4.69 -0.24
C -2.34 5.29 -1.41
N 2.76 -0.61 0.54
S -3.59 -0.88 -1.83
H 0.64 3.56 2.75
N 4.35 -1.40 -3.54
C -3.59 4.99 -1.94
C 3.84 -1.03 -1.57
C -1.88 -0.03 5.26
C -0.45 0.39 4.92
C 3.02 -1.36 -3.49
N -2.27 3.15 1.61
H -3.43 0.55 6.67
N 4.90 -1.19 -2.32
S -1.04 0.68 0.58
C -0.13 -2.89 2.30
H -1.44 3.60 4.77
H 0.34 -1.01 6.34
H -5.64 0.69 1.24
C 1.58 1.98 -2.27
C -1.62 3.29 3.75
C 0.55 5.38 -0.60
H 1.68 4.39 4.87
H -1.79 1.00 7.20
C -4.81 1.22 0.77
C 2.85 -0.52 1.88
H 0.10 6.78 1.67
C -2.45 0.92 6.33
H -3.91 1.03 1.35
N -0.11 -4.11 1.74
C -2.86 -0.17 4.09
H 3.59 2.50 -1.85
H -1.01 1.82 -1.75
C -0.83 1.99 -2.80
B -1.47 1.96 1.85
C -1.06 0.73 -3.58
H -2.59 1.57 -4.82
H 4.95 -1.60 -4.32
H 0.26 -2.22 -3.77
C 2.22 1.23 4.63
N 0.55 2.45 -2.98
C -1.97 0.70 -4.63
H -1.05 -3.55 4.00
H -6.02 2.82 0.08
H -3.38 0.77 3.89
H 1.93 -0.35 2.43
H 3.33 2.28 2.12
N -1.09 2.08 3.24
O 3.10 -3.23 -0.45
H 1.47 5.62 -0.06
H 0.72 4.49 -1.19
C 2.27 4.17 3.97
H -1.79 -1.01 5.74
C -0.10 1.41 4.03
H 2.68 3.73 1.34
C 0.59 -0.22 5.63
O 0.23 -1.85 1.70
H 0.75 3.00 -3.78
C -2.74 3.75 0.40
H 2.90 3.41 -3.22
C -0.39 -1.39 -4.03
As -2.36 -1.61 -0.32
C 2.94 2.45 -2.71
H -1.13 7.26 0.48
H -2.60 1.92 5.91
H -3.92 5.47 -2.86
H 3.26 3.83 4.29
H -1.72 6.03 -1.91
C -0.59 5.16 0.39
S -0.82 -2.89 -1.23
C -0.82 6.46 1.17
H -0.66 -4.84 2.15
H 6.03 -1.08 -0.01
C -5.47 3.27 2.08
C -2.32 3.90 2.79
H -2.82 -0.51 -6.18
C -2.09 -0.45 -5.38
H -0.27 4.39 1.09
H -6.39 2.79 2.43
C 5.12 -0.92 0.56
H 3.25 1.57 4.55
C 2.41 2.80 1.85
C -5.12 2.71 0.69
O 1.49 1.23 -1.30
```

* total charge: 0
* HOMO energy (spin up / spin down): -5.885 / -6.755 eV
* energy: -173340.51743 eV

---

# C41H56AsF6N7O4PSSbSn

C41H56AsF6N7O4PSSbSn as an isolated structure (ωB97M-V/def2-TZVPD, the Open Molecules 2025 dataset).

The geometry in XYZ format:
```
119
Properties=species:S:1:pos:R:3
C 0.89 2.45 2.76
C 4.03 2.68 -1.32
F -0.36 -4.97 3.90
H -4.33 -4.04 -1.81
O 0.63 1.75 -6.34
H -0.46 -0.01 -6.57
C 2.35 -4.58 0.82
H -6.17 3.14 2.57
F 0.22 -3.42 6.08
S 3.95 -1.10 1.58
H -0.16 -4.46 -1.47
C 1.26 5.19 2.41
C -1.71 3.85 -3.04
C 3.52 -3.11 -1.47
Sn 0.39 -0.69 0.76
C -0.38 0.87 -5.92
H -1.99 3.97 2.77
H -4.27 4.34 3.59
H 4.62 2.91 0.75
O -1.63 -2.08 -0.10
C 5.10 3.58 -1.88
C -3.66 1.87 0.71
C -5.17 2.98 2.20
H 1.34 3.48 -0.72
H -2.68 -0.29 -1.17
C -2.09 -4.51 1.12
H -0.18 5.03 0.85
H -2.85 2.95 -1.48
C 3.11 2.06 -2.14
C -4.95 2.09 1.16
H -4.42 -0.25 -1.53
H -2.57 3.97 -3.69
H -4.37 -0.65 2.95
H 2.71 -5.46 0.29
F -1.70 -2.69 4.30
H 1.61 4.49 -2.93
C 0.83 1.09 -3.72
H 0.91 -3.84 -2.74
H -5.12 -3.25 0.41
N 6.24 -2.27 2.15
C 0.48 3.57 -1.37
H 3.13 -4.19 1.47
C -0.72 -0.69 -3.97
H -3.49 1.15 -0.09
H 2.69 5.04 4.01
H -4.49 -4.09 1.83
C -4.46 -4.04 0.74
H 6.90 -2.73 2.75
H 1.39 6.26 2.29
H 2.34 2.62 4.33
C 0.19 3.12 1.75
C 0.63 4.14 -2.62
C 0.88 -4.32 -1.76
F 1.95 -3.64 4.04
C -4.51 -2.99 -2.00
H 6.06 3.34 -1.40
H 1.49 -4.85 1.44
C 1.99 4.51 3.38
O 5.19 3.56 -3.28
C 2.93 1.64 0.52
H 6.60 -1.72 1.38
C -3.55 -1.14 2.42
F 0.64 -1.36 4.38
N -3.08 -3.79 0.33
C -0.08 0.41 -4.51
H 1.37 -5.29 -1.84
H 1.34 1.95 -4.12
C -2.27 -0.40 2.71
C -0.77 3.11 -0.94
F 0.05 -2.88 2.33
H -2.10 -4.19 2.16
H 0.45 2.03 -7.24
P -0.90 2.18 0.64
H 3.16 2.21 -3.21
H -5.77 1.55 0.72
H -5.56 -2.76 -1.79
Sb 0.12 -3.19 4.24
H -1.41 -1.29 -4.56
N 4.56 -2.66 3.65
C -3.49 -0.79 -1.70
H -4.34 -2.80 -3.07
H -4.82 -4.99 0.35
H 5.66 2.76 -3.56
H -1.01 -1.84 -2.18
C 1.79 3.15 3.56
H 3.84 -4.12 -1.75
N 2.03 1.04 -0.27
H -1.10 -4.34 0.72
H 2.86 1.43 1.58
C 2.11 1.27 -1.58
N 0.71 1.05 2.94
H 4.86 4.61 -1.60
C -0.49 -1.01 -2.64
C 4.96 -2.08 2.52
H -1.36 1.37 -5.91
O -2.00 0.28 3.62
H -0.21 0.85 3.33
H 5.14 -3.35 4.10
H -3.27 -0.76 -2.77
H -3.74 -1.18 1.35
C 1.06 0.65 -2.42
C -2.72 -2.65 -0.32
C -2.81 3.45 2.30
H -3.40 -2.15 2.81
H 3.56 -2.73 3.82
H -0.34 4.74 -4.44
N -3.61 -2.16 -1.23
C 3.93 2.47 0.05
As 1.85 -3.21 -0.47
N 0.36 -0.34 -1.86
C 0.37 4.50 1.61
C -0.46 4.28 -3.47
C -1.86 3.27 -1.79
H 3.37 -2.52 -2.38
H 1.39 0.65 3.58
H 4.28 -2.64 -0.86
C -4.10 3.65 2.77
H -2.33 -5.58 1.08
C -2.57 2.56 1.26
```

* energy relative to the best compared isomer or geometry (same formula, charge and spin): 0.0000 eV
* total charge: +1
* HOMO energy (spin up / spin down): -9.729 / -9.961 eV
* energy: -171684.17987 eV
* multiplicity: 2